{
  "formula": "C57H56N4O2TeV",
  "method": "ωB97M-V with the def2-TZVPD basis set",
  "spin_multiplicity": 4,
  "charge": 0,
  "energy_ev": -103054.7535,
  "s_squared": 3.78,
  "species": ["V", "C", "C", "C", "C", "N", "C", "C", "C", "C", "C", "C", "N", "H", "H", "H", "H", "H", "H", "H", "H", "C", "C", "C", "C", "C", "O", "C", "C", "C", "C", "C", "C", "C", "O", "C", "C", "C", "N", "C", "C", "Te", "C", "C", "C", "C", "C", "C", "C", "C", "C", "C", "C", "C", "H", "H", "H", "H", "H", "H", "H", "H", "H", "H", "H", "H", "H", "H", "H", "H", "H", "H", "H", "H", "H", "H", "H", "H", "C", "C", "C", "C", "C", "C", "C", "C", "N", "C", "C", "C", "C", "C", "C", "C", "C", "C", "C", "H", "H", "H", "H", "H", "H", "H", "H", "H", "H", "H", "H", "H", "H", "H", "H", "H", "H", "H", "H", "H", "H", "H", "H"],
  "xyz": [[-0.03988, -0.66482, -0.41578], [0.26924, 0.41680, 4.82328], [0.87671, 1.63341, 5.08436], [0.94093, 2.56840, 4.06817], [0.39874, 2.24991, 2.82202], [-0.18916, 1.08178, 2.57400], [-0.24829, 0.19948, 3.55697], [0.47766, 3.22171, 1.71574], [0.29162, 4.58455, 1.96290], [0.37972, 5.47154, 0.90731], [0.66213, 4.97153, -0.35405], [0.83478, 3.60295, -0.49731], [0.73906, 2.74400, 0.50137], [0.21022, -0.35357, 5.57558], [1.28569, 1.84778, 6.06051], [1.43290, 3.51622, 4.22171], [-0.72732, -0.73762, 3.31437], [0.06288, 4.93343, 2.95941], [0.21786, 6.52984, 1.05903], [0.74502, 5.62568, -1.20679], [1.04922, 3.16842, -1.46188], [-2.33010, -2.50568, -6.31194], [-1.52481, -2.39056, -5.05250], [-0.76326, -3.43592, -4.56684], [-0.02927, -3.32556, -3.38351], [0.70608, -4.43374, -2.75593], [1.63393, -4.24509, -1.98723], [0.25586, -5.83764, -3.01128], [1.21399, -6.83835, -2.84681], [0.88448, -8.16900, -3.00390], [-0.41446, -8.52113, -3.32744], [-1.38137, -7.53897, -3.46513], [-1.05481, -6.20277, -3.30387], [-0.04604, -2.09566, -2.68177], [0.60518, -1.90401, -1.58965], [-0.90539, -1.05416, -3.14289], [-1.59452, -1.19941, -4.32334], [-0.99715, 0.06230, -2.16375], [0.05656, 0.78034, -1.81117], [1.23229, 0.76059, -2.63960], [2.49590, 0.52009, -1.84120], [4.21929, 0.47492, -3.14688], [3.74727, -1.50004, -3.83826], [4.25748, -2.59827, -3.16756], [3.97855, -3.87838, -3.61065], [3.17156, -4.06611, -4.71991], [2.63537, -2.97098, -5.37393], [2.93070, -1.68944, -4.94052], [-2.30994, 0.46578, -1.66415], [-2.43679, 1.59578, -0.83479], [-3.68261, 2.04999, -0.45714], [-4.83276, 1.40341, -0.89162], [-4.72181, 0.27271, -1.68596], [-3.48027, -0.20033, -2.05847], [-2.23038, -3.49252, -6.75600], [-2.00099, -1.75820, -7.03141], [-3.38543, -2.32065, -6.10282], [-0.71803, -4.36195, -5.12062], [2.21572, -6.54216, -2.57481], [1.63913, -8.92950, -2.86457], [-0.67465, -9.56061, -3.45707], [-2.39968, -7.81920, -3.69027], [-1.83126, -5.45498, -3.37841], [-2.21065, -0.39304, -4.70005], [1.29850, 1.73901, -3.14428], [1.15801, -0.00237, -3.43158], [2.46011, -0.45658, -1.35857], [2.64470, 1.29905, -1.09671], [4.87154, -2.45595, -2.28953], [4.38474, -4.72848, -3.08191], [2.95028, -5.06579, -5.06824], [1.98507, -3.11379, -6.22673], [2.51939, -0.83865, -5.46675], [-1.53938, 2.11514, -0.52331], [-3.76386, 2.92407, 0.17435], [-5.80433, 1.78580, -0.61938], [-5.61316, -0.24198, -2.01822], [-3.40755, -1.08736, -2.67330], [2.99218, -4.24155, 3.84671], [2.58207, -3.06424, 3.01127], [3.43081, -1.98570, 2.83760], [3.01700, -0.90373, 2.06712], [3.93096, 0.26821, 1.84410], [1.75599, -0.91729, 1.50369], [0.86225, -2.01604, 1.62490], [1.33428, -3.08381, 2.40653], [-0.31377, -1.88213, 0.93710], [-1.51024, -2.72332, 1.01516], [-1.88620, -3.20623, -0.40524], [-3.22820, -3.93867, -0.41830], [-3.15571, -5.16974, 0.47837], [-2.80975, -4.71437, 1.89345], [-3.89959, -3.78544, 2.42028], [-3.99230, -2.56220, 1.50851], [-4.32741, -3.00862, 0.08928], [-2.65743, -1.82023, 1.51861], [-1.46426, -3.98424, 1.89598], [3.98419, -4.09659, 4.26629], [2.99514, -5.14907, 3.24511], [2.28829, -4.39047, 4.66504], [4.41244, -1.99131, 3.28919], [4.81069, 0.19919, 2.48229], [3.41677, 1.20751, 2.05247], [4.26113, 0.28157, 0.80370], [1.41752, -0.02542, 0.95636], [0.76961, -3.98192, 2.55127], [-1.09303, -3.86383, -0.77111], [-1.95613, -2.34082, -1.06803], [-3.45688, -4.24879, -1.44538], [-2.40003, -5.86403, 0.10585], [-4.11195, -5.69739, 0.47912], [-2.72667, -5.59173, 2.54793], [-3.65828, -3.47731, 3.44067], [-4.85647, -4.31110, 2.44505], [-4.77617, -1.89116, 1.87874], [-4.41381, -2.13757, -0.55943], [-5.28678, -3.52889, 0.08319], [-2.44247, -1.49280, 2.53720], [-2.70057, -0.92359, 0.88683], [-0.71210, -4.66760, 1.49932], [-1.21005, -3.72220, 2.92523]],
  "forces_ev_per_a": [[0.78, 1.35, 0.67], [0.05, 0.11, 0.02], [-0.12, -0.11, -0.05], [-0.03, -0.08, -0.13], [0.09, -0.14, 0.48], [-0.11, 0.24, -0.30], [-0.07, -0.21, 0.23], [-0.01, 0.53, -0.12], [0.01, -0.16, -0.03], [-0.01, -0.07, -0.14], [0.01, 0.01, 0.07], [-0.01, 0.26, -0.20], [0.05, -0.31, 0.41], [-0.05, -0.08, 0.06], [0.09, 0.02, 0.05], [0.03, 0.10, 0.00], [0.02, -0.08, 0.03], [-0.04, -0.02, 0.04], [0.02, 0.03, 0.02], [0.01, 0.04, -0.12], [0.00, 0.01, -0.18], [0.02, 0.04, 0.01], [-0.07, 0.05, -0.07], [0.06, 0.20, 0.11], [0.04, 0.76, 0.36], [0.26, -0.07, 0.39], [-0.32, -0.27, -0.29], [0.13, -0.35, 0.06], [-0.04, 0.16, -0.02], [0.11, -0.02, -0.01], [-0.10, -0.04, 0.00], [-0.08, -0.12, -0.01], [0.04, 0.07, 0.05], [-1.07, -0.44, -1.84], [1.23, -0.53, 0.24], [0.44, -0.46, 0.16], [0.18, -0.19, 0.00], [-1.20, 0.05, -1.43], [0.22, 0.79, 0.10], [0.45, 0.06, -0.71], [0.26, 0.07, -0.21], [-0.38, -0.51, 0.10], [0.13, 0.65, 0.20], [0.22, -0.08, 0.22], [0.09, -0.05, -0.12], [0.10, -0.06, -0.08], [-0.01, -0.10, -0.12], [-0.14, 0.21, -0.19], [-0.50, 0.27, 0.13], [0.21, -0.10, -0.15], [-0.12, 0.00, 0.12], [0.03, 0.05, 0.03], [-0.11, 0.05, 0.06], [0.17, -0.05, 0.00], [-0.02, -0.06, -0.09], [-0.04, 0.00, -0.20], [-0.03, -0.05, -0.09], [-0.04, -0.10, -0.09], [0.09, 0.04, 0.02], [0.04, -0.07, -0.03], [-0.06, -0.11, -0.01], [-0.10, -0.01, -0.01], [-0.01, 0.08, -0.01], [-0.11, 0.09, 0.05], [0.05, -0.19, 0.01], [0.06, 0.27, 0.14], [0.18, 0.04, 0.03], [0.10, 0.04, 0.11], [0.05, 0.00, 0.04], [0.00, -0.05, 0.06], [-0.03, -0.07, -0.01], [-0.02, 0.02, -0.04], [0.00, 0.05, -0.02], [-0.05, 0.01, -0.01], [0.01, 0.05, 0.02], [-0.11, 0.01, 0.05], [-0.03, -0.04, -0.02], [-0.04, 0.02, 0.03], [-0.01, 0.01, -0.03], [0.00, 0.11, -0.04], [-0.11, 0.10, -0.07], [0.16, 0.10, -0.06], [-0.06, -0.04, -0.04], [-0.30, -0.39, -0.30], [0.95, 0.05, 0.51], [-0.06, -0.05, -0.09], [-1.20, -1.22, 1.63], [-0.60, -0.20, 0.02], [-0.03, -0.02, 0.25], [-0.09, -0.08, -0.20], [0.05, 0.06, 0.03], [-0.01, -0.17, 0.15], [0.05, 0.01, -0.07], [-0.21, 0.17, 0.14], [0.03, -0.01, 0.01], [-0.03, -0.20, -0.06], [0.01, 0.07, -0.03], [0.08, -0.04, 0.04], [0.04, -0.11, 0.00], [-0.01, -0.05, 0.07], [0.10, 0.07, 0.07], [0.02, 0.04, -0.01], [0.02, 0.06, -0.03], [0.06, 0.10, -0.03], [0.37, 0.14, 0.39], [-0.17, -0.05, -0.04], [0.04, 0.08, -0.06], [0.01, -0.02, -0.05], [0.05, 0.04, 0.02], [0.09, -0.06, -0.02], [-0.07, -0.04, -0.02], [0.01, 0.10, -0.05], [-0.04, 0.02, 0.07], [-0.08, -0.01, 0.04], [0.04, -0.02, -0.04], [-0.03, 0.02, -0.03], [-0.12, -0.04, -0.04], [0.06, 0.06, 0.05], [-0.05, -0.05, 0.04], [0.10, -0.01, 0.07], [0.05, 0.00, 0.01]]
}